DFT (the ωB97M-V functional and the def2-TZVPD basis) results for a cluster of 9 separate species, C48H101F3O26 in total in a non-equilibrium geometry.

Last column: Mulliken spin population.
Atoms and positions in Å:
F  19.7662  -3.8308  18.5542  0.000
F  19.8339  -1.9426  19.6477  0.000
F  18.3956  -2.1796  17.9967  0.000
O  17.2591  4.9263  14.7975  0.000
O  26.2109  -7.0852  18.0618  0.000
O  14.6840  -0.0040  23.8000  0.000
O  24.3752  -4.1563  21.8880  0.001
O  16.9405  -0.1774  23.6656  0.000
O  29.9389  -5.3430  10.3444  0.000
O  23.1353  -2.0337  9.7969  0.000
O  14.5474  1.1332  14.3050  0.000
O  24.6851  -4.3674  18.8235  -0.001
O  28.8513  -4.3300  12.9414  0.000
O  17.8544  -5.0431  22.1876  0.000
O  20.5684  -0.5713  17.2101  0.000
O  15.7325  -0.6377  21.8199  0.000
O  17.5216  7.8324  13.8143  0.000
O  21.4639  -2.7176  16.8728  0.000
O  20.0992  1.3696  12.4949  0.000
O  25.6941  0.4175  19.9863  0.450
O  18.6563  -6.0633  20.5151  0.000
O  26.8065  -2.8624  14.9718  -0.001
O  22.2850  -5.4531  14.1035  0.000
O  17.8486  3.6401  17.3794  0.000
O  25.4935  1.6037  16.0088  0.001
O  27.6765  1.4616  17.7519  0.243
O  16.9189  1.0499  13.0049  0.000
O  22.4311  -2.9036  12.5610  0.000
O  19.7800  -4.3375  21.2393  0.000
C  21.2270  -3.6520  12.7883  0.000
C  24.9306  -4.9282  17.5432  0.000
C  20.5598  -1.7984  17.4447  0.001
C  27.6353  0.5743  16.6318  0.007
C  23.5326  -4.8821  19.6077  0.000
C  23.6221  -1.6679  16.2635  0.009
C  22.3241  -2.3715  15.8018  0.000
C  18.0678  5.5468  15.8636  0.000
C  17.0320  -0.9341  21.4732  0.000
C  23.3151  -4.0765  20.9145  0.000
C  16.4896  6.9476  13.3834  0.000
C  24.1152  -1.6290  8.8495  0.000
C  29.3698  -6.1742  11.3406  0.000
C  15.7065  1.6774  14.8959  0.000
C  21.4006  -5.1878  13.0103  0.000
C  17.3953  -8.1041  20.5645  0.000
C  19.8867  1.1211  13.9191  0.000
C  26.5297  -6.9035  19.4527  0.000
C  26.1223  -3.8025  14.2130  0.000
C  29.1291  -3.7473  14.2524  0.000
C  15.6581  -0.2710  23.1558  0.000
C  27.9998  0.7962  19.0406  0.104
C  24.6270  1.9699  14.8925  0.000
C  25.5189  -3.3438  21.6875  0.000
C  23.1079  -1.1506  10.8918  0.000
C  22.0710  -1.5777  11.9916  0.000
C  30.1774  -5.8468  9.0431  0.000
C  17.8668  -0.5015  22.6989  0.000
C  19.6144  -2.4981  18.4781  0.000
C  24.8933  0.8334  18.8961  0.022
C  26.7549  1.2088  15.5539  0.001
C  17.6141  1.3078  11.7980  0.000
C  26.9346  -0.1481  19.6651  0.059
C  29.5785  -5.5585  12.7310  0.000
C  16.7959  -5.9310  21.8065  0.000
C  17.6680  9.0193  12.9567  0.000
C  18.8606  -1.5759  23.2161  0.000
C  16.1887  5.7400  14.3350  0.000
C  16.5744  2.1454  13.7688  0.000
C  18.9769  2.0617  11.9052  0.000
C  18.8531  -5.0930  21.3300  0.000
C  28.1413  -2.5764  14.4521  0.001
C  18.8218  4.5089  16.7286  0.000
C  22.0963  -6.7492  14.7439  0.000
C  24.9907  -6.4625  17.4997  0.000
C  17.3626  -6.6023  20.5415  0.000
C  13.7307  0.5632  15.3062  0.000
C  18.3858  2.5398  18.0767  0.000
H  25.0180  -6.6981  16.4358  0.000
H  17.9951  9.8899  13.5252  0.000
H  15.9754  2.8613  13.2059  0.000
H  30.7062  -5.2153  8.3291  0.000
H  18.4366  8.7175  12.2451  0.000
H  24.9498  -1.1735  9.3825  0.000
H  24.8600  2.8754  14.3322  0.000
H  18.3581  0.4612  22.5577  0.000
H  19.4787  3.8766  16.1313  0.000
H  27.3681  2.0212  15.1641  0.002
H  24.2201  -1.3930  15.3947  -0.001
H  23.9513  0.9158  19.4383  0.010
H  18.8156  6.1293  15.3254  0.000
H  29.2581  -6.2694  8.6378  0.000
H  16.4136  -8.4619  20.8748  0.000
H  15.5608  5.0252  13.8030  0.000
H  19.0058  1.8924  17.4566  0.000
H  25.0705  -3.5247  14.2816  0.000
H  21.1467  -6.8445  15.2705  0.000
H  28.6332  -2.0434  15.2658  0.000
H  26.3020  -4.7760  14.6692  0.000
H  16.2292  0.8538  15.3822  0.000
H  28.9340  -4.3994  15.1038  0.000
H  17.5987  1.8986  18.4734  0.000
H  20.5408  -3.6519  11.9414  0.000
H  22.6147  -4.8195  19.0232  0.000
H  22.6219  -3.2375  15.2107  0.000
H  12.9692  -0.0450  14.8180  0.000
H  25.8959  -4.6687  17.1087  0.000
H  23.6188  -5.9215  19.9245  0.000
H  27.0466  -0.3182  16.8435  0.011
H  30.6203  -5.3265  12.9517  0.000
H  25.3836  -2.3099  22.0051  0.001
H  18.3804  -2.3090  23.8641  0.000
H  15.5450  7.4828  13.2871  0.000
H  27.5382  -7.2478  19.6818  0.000
H  29.2444  -6.2740  13.4823  0.000
H  16.8433  -6.3117  19.6283  0.000
H  19.4961  -1.1210  23.9760  0.000
H  17.4457  2.6420  14.1958  0.000
H  21.7322  -1.7143  15.1648  0.000
H  26.6677  0.4553  14.7711  0.003
H  23.6938  -0.9696  8.0908  0.000
H  19.3253  5.0345  17.5400  0.000
H  19.6997  2.0152  14.5140  0.000
H  26.3347  -3.7475  13.1454  0.000
H  15.6003  6.1052  15.1768  0.000
H  17.3630  -0.4174  20.5723  0.000
H  28.3105  -6.3526  11.1559  0.000
H  23.3301  -0.7244  16.7246  -0.001
H  28.0811  1.5729  19.8011  0.008
H  23.6019  2.1663  15.2068  0.000
H  25.7791  -3.2523  20.6330  0.000
H  24.4245  1.1010  14.2663  0.000
H  25.1939  1.7901  18.4689  0.046
H  21.7656  -5.7204  12.1321  0.000
H  29.9172  -7.1163  11.3127  0.000
H  19.4828  -1.9943  22.4249  0.000
H  30.2005  -3.5517  14.2074  0.000
H  20.6603  -3.1859  13.5943  0.000
H  30.8368  -6.7072  9.1568  0.000
H  24.1343  -4.6282  16.8619  0.000
H  19.1117  0.4088  14.2020  0.000
H  24.0526  -1.1077  11.4340  0.000
H  25.8883  -7.4391  20.1525  0.000
H  13.1538  1.2477  15.9282  0.000
H  19.2241  2.4086  10.9019  0.000
H  24.2349  -2.2315  16.9670  -0.004
H  20.4434  -5.6930  13.1395  0.000
H  22.2018  -7.6019  14.0732  0.000
H  27.3231  -0.6520  20.5501  0.001
H  23.1468  -3.0229  20.6917  0.000
H  24.4991  -2.4843  8.2934  0.000
H  17.0825  -1.9939  21.2234  0.000
H  18.9383  2.9323  18.9304  0.000
H  28.6088  0.2383  16.2748  0.012
H  16.7465  -6.6976  22.5798  0.000
H  22.9185  -6.8486  15.4525  0.000
H  24.7052  0.0185  18.1969  0.003
H  14.2712  -0.1248  15.9563  0.000
H  16.8847  1.8467  11.1933  0.000
H  17.8007  0.3796  11.2579  0.000
H  24.0481  -6.8752  17.8592  0.000
H  16.7712  9.2078  12.3666  0.000
H  22.4947  -4.5671  21.4383  0.000
H  18.8420  2.9791  12.4781  0.000
H  16.7352  6.6888  12.3534  0.000
H  26.6983  -0.9375  18.9515  0.014
H  26.3365  -3.8192  22.2293  0.000
H  20.8340  0.6947  14.2488  0.000
H  28.1355  -1.9393  13.5678  0.000
H  22.2303  -0.7499  12.6826  0.000
H  26.5223  -5.8492  19.7292  0.000
H  28.9191  0.2262  18.9060  0.000
H  18.1757  -8.4696  21.2319  0.000
H  15.3893  2.4382  15.6091  0.000
H  15.8205  -5.5453  21.5099  0.000
H  22.9545  -0.1284  10.5461  0.000
H  21.0869  -1.4849  11.5322  0.000
H  17.4107  6.1740  16.4660  0.000
H  17.6299  -8.5357  19.5915  0.000

**Spin multiplicity**: 2
**Relative energy (zero: lowest compared OMol25 entry of this formula, charge and spin)**: 0.0 kcal per mole
**HOMO level (alpha / beta)**: -10.6 / -10.6 eV
**Calculated total energy**: -4144.54322 Ha
**⟨S²⟩**: 0.76
**Total charge**: +1



DFT (the ωB97M-V functional and the def2-TZVPD basis) results for a cluster of 10 separate species, C50H52N2O34P in total in a non-equilibrium geometry.

Last column: Löwdin charge in e.
Atoms and positions in Å:
P  0.5889  -0.0708  -0.3801  0.301
O  2.1962  -5.1862  3.3798  0.119
O  2.2290  2.3477  1.9791  0.043
O  3.1872  1.4575  -1.5051  0.099
O  1.2827  5.5460  0.0162  0.080
O  -4.0913  3.3311  1.7555  0.121
O  3.3896  6.9330  -1.2378  0.069
O  -6.4652  -0.1707  -4.3773  0.073
O  -4.8816  -3.9282  -2.0528  0.116
O  -1.7655  1.6457  1.0828  0.036
O  -2.1740  -0.9878  4.5222  0.063
O  0.7998  0.6141  -1.7914  -0.338
O  -6.5921  0.1726  3.3119  0.079
O  6.4357  -3.6422  0.3757  0.119
O  3.8215  -2.4120  -0.1041  0.046
O  2.7340  -0.6335  5.2467  -0.214
O  -1.2261  2.9544  -7.9979  0.089
O  -0.2974  5.7770  5.4977  0.072
O  -1.6650  -1.2480  -6.2684  0.103
O  -1.4074  -1.3187  1.8401  0.053
O  -0.2731  -0.3532  -3.8162  0.032
O  -1.4320  5.0601  2.9124  0.151
O  -2.0965  3.8401  -3.1113  0.135
O  -4.0977  1.1125  -3.9998  0.110
O  2.3733  -5.3326  -2.2992  -0.146
O  -0.1758  3.9555  -5.6063  0.089
O  4.8919  -6.0942  4.0004  0.092
O  -2.6336  -2.5060  -1.2409  0.045
O  5.2981  3.0209  -2.4885  0.121
O  0.5500  1.1071  0.6849  -0.340
O  3.3658  3.1798  4.3125  0.134
O  -0.7352  -0.8703  -0.4118  -0.304
O  -4.8944  3.8385  -2.7996  0.080
O  1.8103  -1.0532  -0.1470  -0.361
O  -5.8671  -0.3311  0.5806  0.101
N  1.4281  -2.4541  -2.3875  0.232
N  1.7965  -0.6869  2.5354  0.247
C  -5.4363  -0.7692  -3.6759  -0.188
C  5.4680  -3.8444  1.0954  -0.276
C  -4.7354  -2.7466  -2.3969  -0.313
C  -1.4071  0.8514  -7.0216  0.036
C  -5.0297  -0.3338  1.4738  -0.274
C  -4.3519  -0.5128  3.9035  0.058
C  5.6137  -4.8206  2.2708  0.082
C  2.1244  3.4678  -0.7347  0.057
C  -5.6620  -2.0018  -3.1627  0.069
C  -3.5981  -1.8636  -1.9953  -0.198
C  4.0440  -3.3326  0.9525  -0.158
C  3.1381  2.7735  -1.2845  -0.219
C  -4.5809  3.3296  -0.5388  0.077
C  -4.2542  0.0388  -3.4287  -0.282
C  1.3289  -4.8173  -1.5133  -0.166
C  -1.2642  -0.1048  -6.0192  -0.325
C  1.5831  3.2875  2.7332  -0.172
C  -2.9968  -0.8112  3.5677  -0.275
C  -0.3520  -3.9727  -3.4025  -0.023
C  3.3468  -6.0097  -1.5391  -0.098
C  4.3048  3.4287  -1.9216  -0.308
C  0.7097  -2.4211  4.0413  -0.038
C  -0.4374  4.5380  3.3015  -0.340
C  0.8775  -0.9341  3.8018  -0.253
C  -1.9786  2.6640  -1.0614  0.065
C  4.3541  4.8762  -1.7513  0.054
C  -2.7148  -0.9489  2.1392  -0.197
C  3.0445  -3.8350  1.7404  0.031
C  -0.5200  2.7593  -5.7070  -0.288
C  1.3477  -0.1838  5.0578  -0.109
C  -2.6282  3.4244  -2.1054  -0.326
C  -3.6232  -0.6927  1.2216  0.059
C  -3.7134  3.0970  0.6246  -0.326
C  -0.6184  0.4707  -4.8118  -0.202
C  3.4237  -0.0405  6.3089  -0.110
C  0.4642  -3.6332  -2.1263  -0.212
C  2.1995  4.9140  -0.5323  -0.280
C  3.4472  5.5830  -1.0560  -0.208
C  2.2892  3.6036  4.0494  -0.374
C  4.6127  -5.2279  3.0235  -0.272
C  -4.0749  3.5102  -1.7763  -0.236
C  0.3209  3.6470  2.4586  0.056
C  -1.0359  2.1268  -6.9245  -0.212
C  1.5178  4.4431  4.9016  0.052
C  -2.4468  2.4731  0.1812  -0.167
C  -0.3000  1.7708  -4.6156  0.083
C  3.1902  -4.8398  2.7929  -0.336
C  -3.2901  -0.6708  -2.5170  0.086
C  0.2670  4.8738  4.5991  -0.159
C  -5.2989  -0.1684  2.9841  -0.158
H  6.5444  -5.3360  2.4566  0.132
H  1.7696  -4.3155  -0.6519  0.097
H  4.0417  -5.3825  -0.9808  0.080
H  -4.5849  -0.3701  4.9483  0.131
H  1.6301  -1.9935  -1.5117  0.042
H  3.9481  -6.7117  -2.1168  0.090
H  -1.2516  -1.1799  0.9030  -0.037
H  0.1808  2.1746  -3.7369  0.126
H  0.6489  -0.3844  5.8700  0.138
H  -0.9139  3.8138  -7.7055  0.098
H  0.0690  -4.2158  -4.3780  0.086
H  1.7821  -1.3981  1.8183  0.082
H  -0.1824  3.4305  1.5279  0.116
H  -0.0877  -2.5745  4.7684  0.090
H  -1.1033  5.9789  5.0166  0.092
H  -0.8736  1.4055  0.8213  -0.038
H  2.0323  -3.5365  1.5104  0.108
H  -2.3663  -0.1583  -2.2925  0.113
H  -1.1128  -3.2067  -3.5527  0.067
H  -6.5903  -2.5079  -3.3828  0.138
H  -0.0327  -0.4217  3.4901  0.115
H  1.6491  -2.8569  4.3814  0.076
H  -5.6233  3.4895  -0.3056  0.131
H  4.3679  -0.5661  6.4517  0.095
H  3.4789  1.0381  6.1616  0.077
H  1.8925  4.7614  5.8632  0.132
H  1.6297  0.1376  1.9764  0.076
H  1.6348  2.0749  1.2763  0.000
H  0.3980  -2.9133  3.1201  0.075
H  -4.4837  3.4705  -3.5854  0.089
H  -6.5368  0.7766  -4.2392  0.110
H  2.2661  1.1962  -1.5753  0.003
H  -3.2477  -0.7274  0.2096  0.104
H  2.2487  -2.6491  -2.9433  0.171
H  -0.1893  -3.1555  -1.3963  0.124
H  -1.6435  0.6089  -8.0472  0.144
H  2.9650  -1.9799  -0.1406  -0.031
H  5.1378  5.4472  -2.2268  0.131
H  2.5405  7.2670  -0.9391  0.100
H  -1.9148  -1.9150  -1.0046  0.016
H  2.7996  -0.1006  7.2004  0.082
H  0.1419  0.0627  -3.0570  -0.012
H  0.5561  -5.5227  -1.2077  0.136
H  2.9162  -6.7275  -0.8409  0.089
H  2.7501  -0.4832  2.7985  0.152
H  1.2173  2.8870  -0.6561  0.104
H  4.1373  -6.6607  4.1771  0.116
H  0.8971  -1.7019  -2.8025  0.099
H  -7.0987  0.3977  2.5281  0.102
H  -1.0320  2.1716  -1.2282  0.106
H  -0.9917  -4.8427  -3.2538  0.084
H  1.5131  0.8767  4.8682  0.118

**Spin multiplicity**: 1
**HOMO level**: -6.9 eV
**Calculated total energy**: -4945.54994 Ha
**Total charge**: -1